[1]
The following is a quantum chemistry calculation of a cluster of 2 separate species, C13H17OP in total at a distorted geometry, from the OMol25 dataset.

Its multiplicity is 1. The calculation puts the relative energy (zero: lowest compared OMol25 entry of this formula, charge and spin) at 78.9 kJ/mol. As for the LUMO energy: -0.8265 eV. Its HOMO-LUMO gap is 0.295 Eh. Its HOMO energy is -8.86 eV. The total charge is 0.

Last column: Löwdin charge in e.
Element x y z (Å)
C -2.89598 -4.03505 -3.16252  -0.08
C -2.96576 -2.89657 -3.95445  -0.08
C -2.12895 -4.03653 -2.00691  -0.09
C -2.26021 -1.76352 -3.59738  -0.09
C -1.41868 -2.90616 -1.65144  -0.13
C -1.47486 -1.76217 -2.44638  -0.42
C 0.88892 1.71604 1.52046  -0.33
C 0.26991 2.88749 1.45851  -0.13
C 2.39123 1.62348 1.44483  -0.18
C 2.84928 0.68943 0.36587  -0.21
C 0.18873 0.40026 1.71389  -0.08
C -1.20529 3.11065 1.55871  -0.09
C 3.82745 -0.18385 0.51700  0.00
O -0.78876 0.77707 -2.87828  -0.47
P -0.45676 -0.30086 -1.95050  0.93
H -3.43974 -4.92378 -3.45015  0.10
H -3.56527 -2.90422 -4.85326  0.10
H -2.07711 -4.92412 -1.39236  0.10
H -2.29240 -0.87139 -4.20710  0.10
H -0.80680 -2.88896 -0.76073  0.09
H 2.80686 2.61631 1.25212  0.12
H 2.77416 1.27897 2.41150  0.12
H 2.32087 0.77330 -0.57716  0.08
H -0.02226 0.23284 2.77145  0.09
H 0.82619 -0.40802 1.36414  0.06
H -0.75402 0.36866 1.16908  0.05
H -1.70795 2.27672 2.04035  0.06
H -1.62568 3.24713 0.56177  0.08
H -1.41222 4.01153 2.13336  0.07
H 4.36289 -0.26667 1.44965  0.06
H 4.14759 -0.83782 -0.27634  0.05
H 0.85960 3.78093 1.29996  0.10

[2]
The following is a quantum chemistry calculation of a structure of composition C13H18BCuO4 at a distorted geometry, from the OMol25 dataset.

Its multiplicity is 1. As for the LUMO energy: -2.6513 eV. Its HOMO-LUMO gap is 0.191 Eh. Its HOMO energy is -7.84 eV. The total charge is 0.

Last column: Löwdin charge in e.
Element x y z (Å)
C -4.09819 -0.81392 -0.34698  -0.03
C -3.66337 -1.85426 -1.53937  -0.28
O -4.15284 -3.12175 -1.45441  -0.04
O -2.83630 -1.54317 -2.71604  -0.12
C -1.39027 -1.50541 -2.37065  -0.18
C -1.01944 0.06568 -2.08480  -0.19
C 0.58632 0.38354 -1.94021  -0.12
C 0.69157 1.76203 -1.00476  -0.25
O 1.81848 2.65102 -1.32783  -0.11
B 2.47001 2.93382 -0.00613  -0.64
O 1.40502 2.71683 1.02930  -0.23
C 0.45702 1.62966 0.61514  -0.17
C 1.05597 0.32370 1.42364  -0.04
C 2.22484 0.43375 2.61097  0.01
C 2.74481 -0.94849 3.33069  -0.08
C 2.21735 -2.46273 2.95978  -0.07
C 1.03945 -2.58274 1.80488  -0.06
C 0.51005 -1.19991 1.10009  -0.03
H -3.59236 0.24072 -0.39802  0.07
H -3.93201 -1.29891 0.72482  0.11
H -5.26167 -0.63255 -0.46799  0.10
H -0.70778 -1.85684 -3.28466  0.15
H -1.15351 -2.24264 -1.49319  0.13
H -1.53373 0.72747 -2.93432  0.14
H -1.51747 0.37115 -1.05890  0.09
H 1.00816 0.66502 -3.00446  0.13
H 1.22492 -0.50356 -1.51493  0.12
H -0.26172 2.35295 -1.37118  0.14
H 2.82090 4.06572 -0.18808  0.06
H 3.38520 2.19430 -0.03228  0.07
H -0.62436 2.00502 0.95073  0.16
H 2.68379 1.48036 2.95131  0.10
H 3.58999 -0.87691 4.15798  0.08
H 2.60862 -3.45340 3.44666  0.08
H 0.56392 -3.60634 1.44783  0.09
H -0.33847 -1.29488 0.29319  0.06
Cu 0.97706 4.79564 1.69218  0.74

[3]
The following is a quantum chemistry calculation of a cluster of 2 separate species, C13H18Br2F4N2O7P in total, from the OMol25 dataset.

Its multiplicity is 1. As for the LUMO energy: -4.1446 eV. Its HOMO-LUMO gap is 0.319 Eh. Its HOMO energy is -12.84 eV. The total charge is +1.

Last column: Löwdin charge in e.
Element x y z (Å)
C 0.37224 -5.23469 -1.39051  0.01
C 0.04477 -4.24482 -2.45870  -0.45
O -0.34276 -4.46574 -3.55414  0.19
O 0.32753 -2.88584 -2.11900  0.03
C -0.54438 -2.27806 -1.27876  -0.53
O -1.49861 -2.82188 -0.81217  0.14
C -0.22146 -0.78339 -1.22079  -0.02
C 0.54881 -0.04919 -0.06758  -0.33
C 1.32847 1.04916 -0.87471  -0.17
C 2.12397 2.20951 -0.24675  -0.09
C 3.03485 1.91336 0.93102  -0.54
O 3.95264 1.14574 0.88918  0.13
O 2.70966 2.65144 2.00338  0.11
C 1.64705 -0.80420 0.75900  -0.60
Br 1.76667 -2.73808 0.69423  0.92
N 1.52285 -0.38387 2.15075  0.08
C 0.53642 0.60752 2.27455  -0.46
O 0.44266 1.34386 3.21060  0.08
C -0.40850 0.56091 1.03504  -0.29
P -1.06215 2.26254 0.48361  0.63
O -2.51432 1.89789 -0.19754  -0.37
Br -1.63786 3.37563 2.27404  0.53
C -1.54522 -0.41034 1.50126  -0.43
F -2.43047 -0.62838 0.51887  0.12
F -0.97924 -1.60099 1.79893  0.12
C -2.35707 0.03815 2.75527  -0.31
F -3.42703 0.75514 2.31736  0.04
F -2.81825 -1.04758 3.37517  0.13
H 0.00668 -4.90189 -0.41835  0.07
H -0.10192 -6.17977 -1.65415  0.10
H 1.45518 -5.37922 -1.33818  0.10
H 0.33384 -0.61187 -2.14362  0.12
H -1.17872 -0.26612 -1.32904  0.12
H 2.00149 0.48386 -1.52633  0.14
H 0.60064 1.51505 -1.55238  0.08
H 2.79808 2.57111 -1.03212  0.14
H 1.47810 3.05334 0.00434  0.08
H 3.19151 2.30405 2.77398  0.15
H 2.62249 -0.49768 0.39195  0.07
H 1.25359 -1.18131 2.72584  0.12
H -3.27677 1.99049 0.39817  0.06
H -1.79299 0.65842 3.45122  0.14
N -1.59215 3.40208 -2.70398  0.32
H -2.39236 3.06280 -3.24214  0.16
H -1.65039 3.03854 -1.73744  0.05
H -0.72503 3.08060 -3.13708  0.15
H -1.60256 4.42373 -2.68231  0.16

[4]
The following is a quantum chemistry calculation of a cluster of 2 separate species, C13H18Br2NO11S2 in total at a distorted geometry, from the OMol25 dataset.

Its multiplicity is 1. As for the LUMO energy: 0.6428 eV. Its HOMO-LUMO gap is 0.248 Eh. Its HOMO energy is -6.10 eV. The total charge is -1.

Last column: Löwdin charge in e.
Element x y z (Å)
C 3.02065 0.61424 2.86207  -0.19
C 2.49322 -0.58008 1.86622  -0.69
Br 3.05477 -2.32322 2.76302  0.53
C 0.86642 -0.65793 1.67819  -0.75
Br -0.05286 -1.09608 3.41900  0.65
S 0.08776 0.83105 0.85076  0.64
O 0.29448 0.86745 -0.71265  -0.42
O 0.66718 2.21031 1.35343  -0.44
N -1.60906 0.84528 1.31134  -0.38
S -2.49739 -0.45928 0.56403  0.68
O -3.59626 0.22808 -0.33721  -0.44
O -1.64183 -1.44468 -0.26906  -0.43
C -3.44476 -1.54394 1.81988  -0.24
O -3.39879 -2.96169 1.39952  -0.16
C -2.77721 -3.81890 2.42098  -0.20
O -2.08044 -4.92631 1.68899  -0.17
C -0.61734 -4.73759 1.74730  -0.18
C 0.13583 -5.38531 0.40264  -0.17
O 1.60988 -5.32371 0.67317  -0.17
H 4.04970 0.38622 3.39569  0.07
H 2.18455 0.86511 3.64719  0.07
H 3.12434 1.58801 2.17899  0.09
H 3.08052 -0.57102 0.83592  0.13
H 0.66088 -1.58550 0.95563  0.10
H -3.08004 -1.35696 2.91611  0.09
H -4.58034 -1.19298 1.74392  0.13
H -2.00050 -3.28064 3.11471  0.09
H -3.55902 -4.34026 3.14456  0.15
H -0.22669 -5.26834 2.73413  0.14
H -0.30636 -3.60009 1.76150  0.10
H -0.09056 -4.62234 -0.46970  0.14
H -0.23383 -6.47475 0.15795  0.13
H 1.78785 -5.58919 1.63417  0.09
C 0.98275 5.06036 -5.12429  0.07
C 1.96238 4.74870 -4.27345  -0.21
C 1.66648 4.27381 -2.89339  -0.30
O 2.58730 3.97683 -2.14046  0.11
C 0.25649 4.18405 -2.48293  0.10
C -0.72287 4.49907 -3.33279  -0.21
C -0.42746 4.94736 -4.72128  -0.31
O -1.34949 5.21234 -5.48535  0.09
O -2.05006 4.41959 -2.95273  0.09
O 3.29029 4.85492 -4.64425  0.07
H 1.18351 5.40467 -6.13100  0.13
H 0.05601 3.85461 -1.47150  0.14
H -2.56446 4.69710 -3.74196  0.11
H 3.80441 4.57164 -3.85703  0.11

[5]
The following is a quantum chemistry calculation of a structure of composition C13H18BrF3N2O5RbS at a distorted geometry, from the OMol25 dataset.

Its multiplicity is 1. The calculation puts the relative energy (zero: lowest compared OMol25 entry of this formula, charge and spin) at 151.1 kJ/mol. As for the LUMO energy: 2.2148 eV. Its HOMO-LUMO gap is 0.296 Eh. Its HOMO energy is -5.84 eV. The total charge is -1.

Last column: Löwdin charge in e.
Element x y z (Å)
Rb 0.02750 -0.41584 -0.81570  1.27
N -2.29263 1.75748 -1.39768  -0.01
C -2.76380 2.24548 -0.12141  -0.30
C -3.60785 1.18969 0.59035  -0.30
N -2.84095 -0.02534 0.79214  -0.01
H -1.70124 2.44511 -1.84993  0.07
H -3.06151 1.52633 -2.01725  0.08
H -3.36859 3.17339 -0.20185  0.10
H -1.88564 2.45919 0.49373  0.11
H -4.49059 0.95159 -0.01963  0.10
H -3.96944 1.63529 1.53698  0.10
H -3.31631 -0.62551 1.46070  0.07
H -1.93890 0.23080 1.19671  0.02
Br 5.52629 3.02730 5.19575  0.66
C 4.13726 2.44938 4.00774  -0.69
C 2.95616 3.16426 3.96638  -0.14
C 1.95965 2.74557 3.10145  -0.02
C 2.14828 1.63940 2.28322  -0.12
C 3.34851 0.94342 2.34219  -0.02
C 4.34886 1.33689 3.21591  -0.13
C 1.05182 1.23654 1.29089  -0.76
O -0.01672 0.83367 1.78137  -0.08
O 1.33931 1.39948 0.09801  -0.20
H 2.81964 4.03136 4.59791  0.09
H 1.02552 3.28767 3.06217  0.12
H 3.49493 0.08788 1.69765  0.12
H 5.28316 0.79696 3.28360  0.09
C -0.70985 -5.12943 -0.05562  -0.24
S -0.73835 -3.45818 -0.88003  0.81
C -0.17153 -4.10628 -2.48943  -0.23
O 0.40883 -2.78427 -0.27550  -0.73
H 0.31722 -5.47649 -0.04206  0.05
H -1.34495 -5.82301 -0.59215  0.04
H -1.06518 -5.00256 0.96135  0.04
H -0.82666 -4.90692 -2.81436  0.05
H 0.85637 -4.43528 -2.38951  0.07
H -0.22181 -3.27260 -3.17868  0.02
F 0.49259 0.57888 -5.46167  0.12
C -0.11905 0.65181 -4.25762  -0.52
F 0.51295 1.64147 -3.59178  0.12
F -1.36049 1.12387 -4.50664  0.11
C -0.09087 -0.74292 -3.49488  -0.80
O 1.02597 -1.23694 -3.41291  -0.02
O -1.17792 -1.14861 -3.08989  -0.10

[6]
The following is a quantum chemistry calculation of a cluster of 2 separate species, C13H18ClN2S in total at a distorted geometry, from the OMol25 dataset.

Its multiplicity is 1. The calculation puts the relative energy (zero: lowest compared OMol25 entry of this formula, charge and spin) at 198.6 kJ/mol. As for the LUMO energy: -5.1501 eV. Its HOMO-LUMO gap is 0.149 Eh. Its HOMO energy is -9.21 eV. The total charge is +1.

Last column: Löwdin charge in e.
Element x y z (Å)
C 2.01847 -0.71582 0.86351  0.02
N 1.62116 0.43905 0.03241  -0.18
C 1.98773 0.43830 -1.39864  -0.01
C 0.80184 1.34229 0.51409  -0.43
Cl 0.22651 2.66291 -0.39115  0.85
H 2.72113 -1.32709 0.29583  0.10
H 2.48680 -0.39264 1.80620  0.12
H 1.14810 -1.33481 1.11911  0.12
H 2.69787 -0.37303 -1.55756  0.10
H 1.08913 0.27762 -2.01152  0.12
H 2.43612 1.39635 -1.68151  0.10
H 0.40040 1.22087 1.51550  0.09
C -0.87874 3.16937 3.04717  -0.28
S -0.12172 3.97881 4.49635  1.01
C -0.69702 2.96590 5.92823  -0.22
C 1.53398 3.52710 4.33583  -0.41
C 2.50433 4.36063 3.73534  -0.34
C 3.89237 4.00468 3.84546  -0.05
C 4.85742 4.74883 3.18719  -0.05
C 4.52120 5.87770 2.44242  -0.26
C 5.52708 6.56785 1.68310  -0.19
N 6.36840 7.10343 1.06722  0.14
C 3.18030 6.30491 2.41990  -0.04
C 2.19725 5.59018 3.08220  -0.07
H -0.52953 3.68673 2.15400  0.02
H -0.52971 2.14090 3.03207  0.02
H -1.97199 3.19681 3.08449  0.06
H -0.39494 3.49314 6.83606  0.07
H -1.78495 2.88361 5.88715  0.06
H -0.22613 1.98785 5.87356  0.05
H 1.88014 2.70007 4.96399  0.06
H 4.16921 3.18487 4.50216  0.11
H 5.90270 4.45566 3.24306  0.12
H 2.93163 7.20644 1.87946  0.12
H 1.18941 6.01412 3.15820  0.09